[1]
Below is a molecular structure, C23H33HoN2O2P2 at a distorted geometry, with properties calculated with wB97M-V/def2-TZVPD.

```
63
Properties=species:S:1:pos:R:3:forces:R:3
Ho -0.047 0.843 0.195 0.9 -0.8 0.7
P 2.223 -0.151 -1.272 -0.2 0.7 -0.6
P -2.667 1.762 0.305 -2.1 0.8 -0.8
O 1.224 2.855 0.367 -0.2 0.3 2.3
O 1.613 4.091 -4.021 -1.1 -0.4 2.2
N 0.292 -0.751 1.660 -0.8 2.5 -0.6
N -0.847 0.294 -1.966 -0.3 -0.7 -0.9
C 0.670 1.249 3.086 -0.4 -0.9 -0.2
C 2.075 -0.784 3.289 0.5 1.1 0.0
C -3.176 3.318 -0.589 0.2 0.3 0.1
C -0.064 -2.875 2.846 0.0 -0.4 -1.6
C 2.844 -0.146 4.269 -0.7 -0.8 -0.5
C -0.637 -0.652 -4.162 -1.0 -0.3 -0.5
C -2.796 -0.536 -3.188 -0.2 2.0 -0.2
C 1.481 1.862 4.053 1.1 0.3 0.6
C 2.803 -1.827 -1.087 0.7 -0.9 0.9
C -2.222 0.148 -2.115 0.5 -0.9 1.1
C -2.039 -0.782 -4.325 1.1 -0.7 1.5
C -3.203 0.492 -0.937 -0.1 -0.3 -0.6
C 1.024 -0.081 2.674 -0.8 -1.0 0.1
C -0.034 -0.192 -2.984 -0.4 -0.6 -1.4
C 2.544 1.169 4.657 0.4 0.2 0.0
C -0.837 -3.957 0.339 -0.1 -0.4 0.4
C -0.546 -2.607 0.410 0.7 0.1 1.1
C 1.515 -0.522 -2.922 -0.8 -0.7 -0.4
C -0.736 -4.804 1.459 0.4 0.9 0.2
C -0.079 -2.092 1.659 -0.3 -0.2 0.4
C -0.350 -4.245 2.690 -0.1 0.4 -0.1
C -4.037 1.736 1.552 0.1 -0.2 0.3
C 3.720 0.784 -1.640 1.0 0.5 0.3
H -1.107 -4.354 -0.619 -0.2 -0.3 -0.3
H -0.037 -1.063 -4.968 0.3 0.3 0.2
H -4.196 0.712 1.949 0.2 0.7 0.0
H -4.134 0.878 -1.403 0.5 -0.1 0.2
H 1.955 -2.490 -1.324 0.5 0.0 0.6
H 3.634 -0.755 4.715 -0.1 0.6 0.1
H 2.261 -1.802 2.931 0.1 0.5 0.4
H 0.612 4.004 -4.060 1.9 0.3 0.2
H -2.615 3.492 -1.523 0.0 0.0 0.5
H -2.517 -1.279 -5.167 0.4 0.4 -0.1
H 1.549 -1.667 -2.818 -0.5 1.7 -1.0
H 3.193 1.619 5.436 -0.8 -0.1 -0.7
H -4.248 3.319 -0.875 0.5 -0.3 0.4
H 3.585 1.759 -2.160 -0.1 -0.7 0.5
H 4.263 0.945 -0.688 -0.2 0.2 -0.4
H 1.864 4.092 -3.034 -0.8 0.1 -2.4
H 4.386 0.148 -2.239 -0.2 0.2 -0.1
H -0.597 -1.973 -0.509 0.1 -0.5 0.8
H -3.758 2.448 2.355 -0.2 -0.6 -0.3
H 0.235 -2.433 3.810 -0.3 -0.4 -0.7
H -4.995 2.090 1.123 0.6 -0.2 0.0
H -3.025 4.152 0.127 0.0 -0.3 -0.6
H -0.902 -5.875 1.382 -0.1 0.3 -0.1
H 1.004 3.827 0.709 0.9 -3.2 -0.6
H 3.242 -2.077 -0.109 -0.2 0.1 -0.4
H 1.594 2.228 1.136 -0.3 3.0 -1.1
H -0.234 -4.877 3.559 -0.2 -0.2 0.0
H 3.556 -1.924 -1.879 0.0 -0.4 0.2
H -3.551 -0.428 -0.397 0.7 0.5 -0.5
H 2.198 -0.295 -3.853 -1.7 0.1 1.8
H -3.882 -0.588 -3.192 0.2 -0.4 -0.1
H -0.373 1.656 2.933 1.2 -0.4 -0.2
H 1.331 2.911 4.348 -0.3 -0.6 0.0
```
Positions in Å, forces in eV/Å.

Computed properties:
⟨S²⟩: 6.01
HOMO (spin up / spin down) (eV): -12.58 / -12.60
Orbital gap (spin up / spin down) (eV): 6.43 / 6.52
Relative energy (zero: lowest compared OMol25 entry of this formula, charge and spin) (kJ/mol): 165.7
Spin multiplicity: 5
E (eV): -75823.983
Net charge: +2

[2]
Below is 2 unconnected molecules or ions with the total composition C23H33N2OSi at a distorted geometry, with properties calculated with wB97M-V/def2-TZVPD.

```
60
Properties=species:S:1:pos:R:3:forces:R:3
Si -2.733 -0.718 -4.461 -1.5 0.0 -1.7
O -1.319 -1.495 -5.036 -0.5 1.0 1.9
N -1.730 -2.173 0.033 -0.3 -1.0 -0.5
N 3.546 4.362 4.511 0.1 0.0 0.0
C -0.231 -1.506 -4.105 1.2 -1.2 -1.0
C -0.055 -2.931 -3.429 0.6 0.9 0.6
C 3.119 0.533 3.928 -0.5 -0.4 -0.8
C -1.272 -4.592 -0.090 0.6 1.6 -1.4
C -0.696 -4.436 -1.416 -1.1 2.4 1.3
C 3.928 6.165 5.742 0.1 -0.1 0.1
C 0.317 -1.087 1.608 0.6 0.2 0.1
C 2.883 5.396 3.907 -0.1 0.0 0.0
C 3.437 1.367 1.573 -1.3 -1.4 1.5
C -1.770 -3.406 0.607 0.8 -2.1 -1.2
C 4.190 4.825 5.627 0.0 0.0 0.0
C -2.236 -1.018 0.839 0.2 1.0 0.5
C 1.947 -0.272 3.567 1.0 1.3 -2.2
C -1.217 -1.969 -1.242 0.5 -1.9 -0.2
C 3.866 1.331 2.971 -1.6 -1.0 -0.8
C 1.522 -0.252 2.174 1.3 1.0 0.1
C -0.686 -3.069 -2.012 -0.4 -1.1 1.1
C -1.001 -0.236 1.494 -0.5 0.0 0.5
C 2.273 0.570 1.207 0.5 0.0 1.4
C -3.840 -1.841 -3.355 0.1 -0.1 -0.3
C 3.098 6.528 4.650 -0.1 0.0 -0.1
C -3.799 -0.368 -6.023 0.9 0.0 0.4
C -2.446 0.974 -3.632 1.1 -0.5 1.2
H -1.313 0.015 2.549 0.3 -0.1 -1.1
H -2.942 -1.389 1.633 0.9 0.0 -0.9
H 3.991 1.959 0.803 -0.6 -0.6 0.9
H -1.239 -0.924 -1.616 -0.1 -0.9 0.4
H 4.765 1.910 3.283 -0.8 -0.7 -0.2
H 1.389 -0.905 4.289 0.7 0.7 -0.4
H 3.453 0.480 4.996 -0.3 0.2 -1.2
H 3.559 3.411 4.184 -0.1 0.2 0.0
H 2.704 7.509 4.433 0.0 -0.1 0.0
H 2.315 5.237 3.004 0.0 0.0 0.1
H -0.267 -5.289 -2.001 -0.5 0.9 0.7
H -3.096 1.797 -4.014 0.6 -0.7 0.2
H -3.395 0.567 -6.496 -0.5 -0.9 0.2
H 4.776 4.161 6.243 0.0 0.1 0.0
H 1.948 0.561 0.133 0.3 0.0 1.1
H -2.854 -0.327 0.199 0.8 -0.9 0.4
H -0.869 0.750 0.976 0.2 -1.0 0.3
H -1.287 -5.607 0.374 -0.2 1.2 -0.2
H -2.623 0.836 -2.521 0.0 0.4 -1.1
H -0.353 -3.767 -4.121 0.0 1.0 0.7
H 0.098 -1.993 2.243 0.4 1.0 -0.4
H 4.292 6.814 6.522 0.0 0.0 0.0
H -4.659 -2.255 -4.012 0.8 0.5 0.7
H -2.185 -3.562 1.633 0.3 0.7 -1.1
H -4.308 -1.182 -2.577 0.3 -0.8 -0.4
H 0.683 -1.495 0.623 -0.6 0.5 0.8
H -3.708 -1.238 -6.730 -0.4 0.9 0.6
H 0.706 -1.352 -4.717 -1.0 0.0 0.7
H -1.348 1.231 -3.712 -1.2 0.2 -0.1
H -0.240 -0.678 -3.349 -0.2 -0.6 -0.6
H -4.847 -0.182 -5.679 0.8 -0.3 -0.5
H -3.300 -2.718 -2.920 -0.6 0.8 -0.1
H 1.061 -3.058 -3.288 -1.1 0.0 0.0
```
Positions in Å, forces in eV/Å.

Computed properties:
HOMO (eV): -9.59
Orbital gap (eV): 5.17
Relative energy (zero: lowest compared OMol25 entry of this formula, charge and spin) (kJ/mol): 270.8
E (eV): -37284.725
Net charge: +1

[3]
Below is a molecular structure, C23H33N3PS3W, with properties calculated with wB97M-V/def2-TZVPD.

```
64
Properties=species:S:1:pos:R:3:forces:R:3
W -0.839 -0.341 0.401 0.2 -0.1 0.3
S -1.182 -2.594 0.700 -0.1 0.0 0.1
S 1.494 -0.812 0.140 -0.2 0.1 0.0
S -3.158 0.538 0.621 0.1 -0.2 -0.1
P -0.971 -0.164 -2.141 0.0 0.0 -0.2
N -0.560 -0.449 2.694 0.0 0.0 -0.1
N 0.034 1.784 0.791 0.0 0.0 0.0
N -4.202 -1.537 -1.024 -0.1 0.0 0.1
C -0.237 -2.818 2.188 0.0 0.0 0.0
C -3.825 -0.698 -0.327 0.1 0.2 0.0
C 0.603 0.434 -2.873 0.0 0.0 0.0
C 1.332 -3.175 4.450 0.0 0.0 0.0
C 0.833 -1.915 4.149 0.0 0.0 -0.1
C 3.464 3.274 0.397 0.0 0.0 0.0
C -1.297 -1.773 -2.938 -0.1 0.0 0.0
C 0.060 -1.737 3.014 0.0 0.0 0.0
C 1.480 1.919 0.525 0.0 -0.1 0.0
C 3.609 0.902 0.074 0.0 0.0 0.0
C 2.099 3.163 0.596 0.0 0.0 0.0
C -0.182 1.943 2.268 0.0 0.0 0.0
C 0.806 0.297 -4.383 0.0 0.0 -0.1
C 1.037 -4.254 3.632 0.0 0.0 0.0
C -1.823 -0.396 3.490 0.0 0.0 -0.1
C 0.297 0.721 3.025 -0.1 0.0 0.1
C -2.333 0.910 -2.744 0.0 0.0 0.1
C 4.221 2.139 0.137 0.0 0.0 0.0
C -0.169 -2.790 -2.809 0.1 0.0 0.0
C -0.715 2.859 0.088 0.0 0.0 0.0
C 2.232 0.780 0.265 0.0 0.1 0.0
C 0.250 -4.080 2.504 0.0 0.0 0.0
C -2.261 1.408 -4.182 0.0 0.0 -0.1
H 0.748 1.471 -2.554 0.0 0.0 0.0
H 1.948 -3.311 5.328 0.0 0.0 0.0
H 5.288 2.219 -0.017 0.0 0.0 0.0
H -0.459 3.842 0.482 0.0 0.0 0.0
H -1.248 2.117 2.426 0.0 0.0 0.0
H 1.530 4.057 0.809 0.0 0.0 0.0
H -2.224 -2.144 -2.493 0.0 0.0 0.0
H 0.353 2.832 2.612 0.0 0.0 0.0
H -3.233 0.311 -2.599 0.0 0.0 0.0
H 1.056 -1.082 4.803 0.0 0.0 0.0
H 0.082 -2.982 -1.767 0.0 0.0 0.0
H 3.935 4.246 0.447 0.0 0.0 0.0
H 1.423 -5.237 3.867 0.0 0.0 0.0
H 0.331 1.096 -4.945 0.0 0.0 0.0
H -0.472 2.826 -0.972 0.0 0.0 0.0
H 0.739 -2.459 -3.314 0.0 0.0 0.0
H -1.442 2.109 -4.327 0.0 0.0 0.0
H 1.872 0.327 -4.605 0.0 0.0 0.0
H -1.521 -1.565 -3.988 0.0 0.0 0.0
H -2.338 0.545 3.318 0.0 0.0 0.0
H 1.371 -0.140 -2.351 0.0 0.0 0.0
H 0.424 -0.649 -4.768 0.0 0.0 0.0
H 0.266 0.928 4.099 0.0 0.0 0.0
H -2.145 0.594 -4.899 0.0 0.0 0.0
H -2.424 1.752 -2.055 0.0 0.0 0.0
H -0.472 -3.735 -3.257 0.0 0.0 0.0
H -1.782 2.702 0.218 0.0 0.0 0.0
H 1.324 0.477 2.751 0.0 0.0 0.0
H -2.474 -1.206 3.171 0.0 0.0 0.0
H 0.024 -4.918 1.859 0.0 0.0 0.0
H -1.583 -0.506 4.549 0.0 0.0 0.0
H -3.185 1.930 -4.427 0.0 0.0 0.0
H 4.191 0.013 -0.130 0.0 0.0 0.0
```
Positions in Å, forces in eV/Å.

Computed properties:
⟨S²⟩: 2.02
HOMO (spin up / spin down) (eV): -10.58 / -11.27
Orbital gap (spin up / spin down) (eV): 6.07 / 7.42
Relative energy (zero: lowest compared OMol25 entry of this formula, charge and spin) (kJ/mol): 0.0
Spin multiplicity: 3
E (eV): -72473.628
Net charge: +1